No. 1
C28H54Br6F6N6O10 as an isolated structure in a non-equilibrium geometry, computed with ωB97M-V/def2-TZVPD.

The geometry in XYZ format:
```
110
Properties=species:S:1:pos:R:3
C -1.58145 6.07510 4.74157
C -1.63302 5.98652 3.23008
O -1.28865 6.91500 2.53158
N -1.89296 4.74652 2.72992
C -1.77894 4.45530 1.31185
H -0.59533 6.47500 4.97866
H -1.75707 5.13888 5.26959
H -2.30300 6.80641 5.11081
H -2.21474 4.02237 3.35127
H -2.16249 5.28721 0.72690
H -2.40435 3.63057 0.97625
H -0.73783 4.22103 1.09559
C -1.78305 -2.41375 2.88542
C -1.26583 -3.83185 3.00657
O -1.29463 -4.62578 2.08889
N -0.76697 -4.17464 4.23173
C -0.08276 -5.42885 4.44151
H -1.14207 -1.81166 2.24382
H -1.64895 -1.90473 3.84575
H -2.82307 -2.34014 2.59095
H -0.74201 -3.46946 4.94210
H 0.03818 -5.60390 5.50587
H 0.91236 -5.40137 3.97923
H -0.59044 -6.25361 3.95060
C -0.41421 -2.58741 -4.87584
C -0.52362 -2.06080 -6.27924
O -1.49885 -1.41202 -6.62179
N 0.42981 -2.47058 -7.14115
C 0.39610 -2.12228 -8.53219
H -0.81561 -1.86483 -4.16262
H 0.55020 -2.95932 -4.53001
H -1.09495 -3.44369 -4.79973
H 1.25299 -2.91787 -6.77915
H -0.64826 -2.06818 -8.84278
H 0.92300 -2.83732 -9.15401
H 0.78337 -1.11404 -8.71185
C 4.21228 -0.09225 1.91804
C 2.99669 -0.78633 1.36351
O 2.15001 -0.16158 0.73215
N 2.94992 -2.13272 1.50159
C 1.85560 -2.93072 1.03121
H 4.41443 0.81562 1.36563
H 5.09197 -0.73704 1.79078
H 4.13742 0.06919 2.99346
H 3.76807 -2.57374 1.88206
H 0.92768 -2.36397 1.02408
H 1.72140 -3.79936 1.67326
H 1.98513 -3.27199 0.00050
C -2.41618 0.99953 5.95270
C -1.47189 1.42834 4.85184
O -1.59386 2.50304 4.30163
N -0.46883 0.57035 4.56016
C 0.55302 0.82398 3.57803
H -2.81717 1.93754 6.33110
H -1.94060 0.39553 6.72200
H -3.26922 0.44284 5.56037
H -0.34314 -0.23093 5.15082
H 0.52804 0.13223 2.73459
H 1.54320 0.80618 4.03749
H 0.39534 1.81743 3.16196
C 1.93366 4.63184 3.31026
C 1.81953 5.26553 1.94301
O 1.28979 6.34602 1.79430
N 2.15631 4.50153 0.85811
C 2.75900 3.16109 0.90732
H 1.21801 5.14106 3.95252
H 2.91913 4.79671 3.75289
H 1.68008 3.57332 3.34274
H 1.92774 4.89244 -0.03854
H 1.95208 2.44020 0.79517
H 3.32402 3.05618 1.82302
H 3.39990 3.12060 0.02537
C 1.94372 0.05758 -2.72036
C 2.05809 0.13144 -4.22507
O 3.39256 0.48529 -4.63703
C 4.27973 -0.47783 -4.56512
O 4.08599 -1.61767 -4.28655
C 5.67488 -0.02246 -5.04089
F 6.56768 -0.23658 -4.05833
F 6.03830 -0.73412 -6.10733
F 5.71592 1.27130 -5.35582
H 2.21269 0.99967 -2.24781
H 2.67748 -0.65404 -2.31607
H 1.01741 -0.38247 -2.36534
H 1.43869 0.93859 -4.61165
H 1.72715 -0.79053 -4.69332
C -5.16500 -2.73613 -2.45784
C -4.04474 -3.65368 -2.85460
O -2.93929 -3.41334 -1.95065
C -1.91880 -4.23703 -2.02400
O -1.83275 -5.20463 -2.71794
C -0.77019 -3.80444 -1.10316
F 0.18435 -3.24123 -1.91114
F -1.09535 -2.90129 -0.19790
F -0.20048 -4.86091 -0.54208
H -4.91365 -1.68174 -2.37128
H -5.60952 -3.03663 -1.50267
H -6.00154 -2.88121 -3.14849
H -3.69501 -3.48083 -3.87311
H -4.37154 -4.68972 -2.76409
C -3.90940 2.87107 -1.40614
Br -5.08075 2.98207 0.13201
Br -3.24630 4.61288 -1.89661
Br -4.72668 1.97195 -2.88062
H -3.10525 2.24036 -1.06224
C -0.95118 0.53332 -0.37811
Br -2.23203 0.65097 1.07785
Br -0.34129 2.25368 -0.94210
Br -1.81563 -0.35516 -1.88993
H -0.13772 -0.13602 -0.12574
```

Kohn-Sham gap = 8.2 eV



No. 2
C28H54Cl3F10N5O4S3SbSi4Ti as an isolated structure in a non-equilibrium geometry, computed with ωB97M-V/def2-TZVPD.

The geometry in XYZ format:
```
113
Properties=species:S:1:pos:R:3
Ti 0.14571 -1.55324 0.11283
C 3.21892 -3.64937 2.27574
C 2.89869 -4.15594 0.86918
N 1.47257 -4.06324 0.55089
C 0.65487 -4.90924 1.42292
C 0.79199 -6.42521 1.24010
C 1.23807 -4.28494 -0.87438
C -0.24805 -4.26426 -1.22992
N -0.96179 -3.12425 -0.66215
C -2.30636 -3.17653 -0.66909
C -3.03527 -2.03604 -0.25404
F -2.31656 -0.87967 -0.08319
C -4.38249 -2.01295 -0.01213
F -4.94634 -0.91313 0.51443
C -5.18565 -3.09365 -0.32747
C -4.53915 -4.18195 -0.87666
F -5.28020 -5.24543 -1.24937
C -3.17229 -4.23962 -1.05582
F -2.70628 -5.37744 -1.63934
H 4.28271 -3.42527 2.35357
H 2.96929 -4.38707 3.03686
H 2.65773 -2.73813 2.48360
H 3.25963 -5.19217 0.75578
H 3.43614 -3.54201 0.14364
H -0.39308 -4.62814 1.30513
H 0.91850 -4.65959 2.44931
H 0.53042 -6.74242 0.23104
H 0.11097 -6.91643 1.93465
H 1.80542 -6.76712 1.45386
H 1.65229 -5.25123 -1.21317
H 1.76304 -3.50408 -1.43227
H -0.69109 -5.19810 -0.88385
H -0.32591 -4.24145 -2.32648
H -6.25192 -3.08361 -0.17378
F -1.87308 1.80222 4.44525
C -0.60510 1.45229 4.16677
F 0.15872 2.49855 4.58053
F -0.29217 0.43790 5.01409
S -0.26417 0.86577 2.29670
O 0.00942 0.03887 0.54853
O -0.92906 2.02739 1.69541
N -1.46540 -0.28630 2.62966
S -1.04156 -1.74139 2.57728
O 0.29325 -2.02605 1.96732
O -2.05469 -2.66918 2.17272
C -0.60542 -2.40572 4.29633
F 0.66382 -2.12127 4.60682
F -1.38256 -2.03502 5.30651
F -0.68477 -3.74943 4.21902
C 5.60732 1.60645 0.64044
N 5.07778 1.13549 1.91028
C 5.59847 -0.14675 2.33150
C 3.90074 1.61929 2.40774
S 2.80325 0.66868 3.24393
N 3.66763 2.93954 2.17336
C 2.33251 3.47830 2.34419
C 4.73298 3.91377 2.30841
H 5.65721 0.77061 -0.06171
H 6.61210 2.02112 0.76289
H 4.94747 2.35431 0.21303
H 6.67149 -0.04804 2.52015
H 5.44046 -0.91046 1.56223
H 5.09273 -0.45450 3.24172
H 1.60019 2.79020 1.93172
H 2.27113 4.42471 1.80627
H 2.08214 3.64192 3.39559
H 5.68920 3.41644 2.43799
H 4.55144 4.53786 3.18850
H 4.77880 4.56185 1.43059
C 1.44199 2.01850 -4.10542
Si 0.30921 3.16925 -3.09875
C -0.70431 4.20096 -4.35971
C 1.28476 4.47866 -2.10004
Sb -1.04453 1.71708 -1.33035
Si -2.59762 3.45821 -0.13906
C -1.60402 4.80533 0.77045
C -3.94929 2.65494 0.91991
C -3.44196 4.42062 -1.57507
Si -2.81766 0.68009 -3.07782
C -4.61087 0.60926 -2.40136
C -2.97449 1.73988 -4.66409
C -2.43329 -1.05320 -3.78476
H 1.95060 2.53905 -4.91724
H 0.86062 1.20051 -4.53083
H 2.19388 1.57273 -3.45660
H -0.17506 5.12382 -4.60070
H -1.68381 4.47405 -3.97560
H -0.85493 3.65746 -5.28980
H 2.14241 4.85698 -2.65803
H 1.64943 4.04211 -1.17001
H 0.64377 5.32605 -1.85825
H -1.39812 4.46692 1.78322
H -2.14188 5.75269 0.81834
H -0.64247 4.97074 0.28440
H -3.46369 2.07865 1.70609
H -4.57392 1.97396 0.34316
H -4.59915 3.39459 1.38980
H -2.72689 5.07740 -2.06873
H -4.24791 5.04789 -1.19003
H -3.86595 3.75945 -2.32907
H -5.16082 1.51777 -2.64707
H -4.62872 0.50860 -1.32058
H -5.15923 -0.23433 -2.82332
H -3.23442 2.77241 -4.44138
H -3.75613 1.33380 -5.30792
H -2.04745 1.74079 -5.23373
H -2.43876 -1.81658 -3.00837
H -1.44763 -1.06832 -4.24673
H -3.16795 -1.34102 -4.53885
Cl 2.37732 1.21298 -0.66802
Si 2.56964 -0.75472 0.15343
Cl 0.36333 -1.10892 -2.15878
Cl 3.69921 -1.52350 -1.57489
```

Net charge = -1
Kohn-Sham gap (spin up / spin down) = 4.0 / 4.0 eV



No. 3
C28H54F3O26Rb as an isolated structure in a non-equilibrium geometry, computed with ωB97M-V/def2-TZVPD.

The geometry in XYZ format:
```
112
Properties=species:S:1:pos:R:3
Rb 3.66410 -0.93340 -2.01119
C 1.69294 -1.70342 0.81311
O 2.03272 -0.48785 0.19623
O 2.46156 -2.65042 0.18547
C 1.95961 -1.55575 2.31582
F 0.91880 -0.88372 2.88149
F 1.99837 -2.73938 2.91541
F 3.04073 -0.86311 2.65830
C 0.95675 0.46489 -0.00069
C 1.63177 1.72600 -0.52573
H 1.13613 2.62019 -0.14185
H 2.65736 1.84904 -0.16433
H 1.73692 1.76531 -1.61187
H 0.36395 0.72261 0.88338
H 0.11500 0.17772 -0.64702
H 0.62798 -1.91448 0.63439
C 3.72889 4.63161 1.67744
O 2.48848 5.23127 1.28976
C 2.31334 5.42771 -0.01652
O 3.12917 5.15037 -0.86312
O 1.04029 5.69261 -0.21413
C 0.55762 5.91313 -1.52199
H 4.17249 3.93461 0.97910
H 3.43461 4.03706 2.55016
H 4.33372 5.39995 2.15316
H 0.95068 6.81964 -1.98274
H -0.50095 6.15908 -1.41408
H 0.60903 5.02322 -2.14220
C -1.47703 6.38175 2.16218
O -0.59610 5.30305 2.38534
C -0.72882 4.57972 3.49734
O -1.55369 4.75596 4.35522
O 0.20392 3.64049 3.46906
C 0.15559 2.62826 4.46624
H -1.77272 6.48256 1.12377
H -0.94200 7.29636 2.43587
H -2.31133 6.36401 2.86287
H -0.87776 2.36688 4.69373
H 0.59903 2.99732 5.39525
H 0.74994 1.79800 4.09603
C -4.03408 4.09052 1.38534
O -2.77140 3.73715 0.76379
C -2.76726 3.53059 -0.54029
O -3.68663 3.46604 -1.30143
O -1.47674 3.29820 -0.84990
C -1.27819 2.77589 -2.16513
H -4.47573 4.75305 0.64248
H -3.79819 4.66392 2.27751
H -4.57862 3.19145 1.65783
H -1.56846 1.72333 -2.12079
H -0.23651 2.78439 -2.47405
H -1.89125 3.33565 -2.86834
C 0.61284 -9.85098 0.76353
O 0.64267 -8.97671 1.87553
C 1.29304 -7.81853 1.71888
O 1.86477 -7.41033 0.75058
O 1.22116 -7.20951 2.90339
C 1.78869 -5.88341 2.99621
H 0.57791 -9.32723 -0.19388
H -0.25003 -10.51360 0.74625
H 1.52320 -10.45345 0.80681
H 1.87178 -5.45271 1.99557
H 2.83257 -6.01059 3.27723
H 1.16025 -5.25139 3.60857
C 2.92541 -2.53770 -5.94749
O 1.62905 -2.46984 -5.39797
C 1.49083 -2.69168 -4.09973
O 2.36500 -3.01111 -3.33008
O 0.21627 -2.54248 -3.78529
C -0.17840 -3.06263 -2.51842
H 3.69569 -2.05828 -5.33807
H 2.99762 -1.87297 -6.81530
H 3.12824 -3.55209 -6.28065
H -1.18921 -2.71066 -2.31884
H 0.47383 -2.74242 -1.70347
H -0.22868 -4.15173 -2.53950
C -4.15644 0.31584 -1.26694
O -3.03876 -0.00789 -0.44143
C -3.12097 0.28051 0.84041
O -3.96893 0.94674 1.36929
O -2.09766 -0.28188 1.46256
C -2.01192 -0.11554 2.86850
H -4.37596 1.37442 -1.13779
H -4.93728 -0.42852 -1.12359
H -3.84797 0.19605 -2.30730
H -1.69982 0.89486 3.12168
H -1.37394 -0.85741 3.34080
H -2.99507 -0.37164 3.28038
C -3.69464 -4.11829 5.16509
O -3.74031 -3.94995 3.76108
C -2.58609 -3.80892 3.13497
O -1.51654 -3.60307 3.65790
O -2.79553 -3.82916 1.82531
C -1.66687 -4.04959 0.99061
H -2.82571 -4.67489 5.50991
H -4.57989 -4.65404 5.50444
H -3.72371 -3.13795 5.64588
H -1.11598 -4.94638 1.26504
H -1.04289 -3.15862 0.95357
H -2.01661 -4.20720 -0.02896
C 4.20056 2.45162 -5.18920
O 3.16418 1.67401 -5.77678
C 1.99825 1.56382 -5.15946
O 1.68983 2.08722 -4.11480
O 1.26250 0.71597 -5.85763
C -0.10044 0.60398 -5.47195
H 4.55494 1.89185 -4.32530
H 3.95977 3.48114 -4.94140
H 5.00832 2.43089 -5.91724
H -0.57370 -0.11361 -6.12549
H -0.60419 1.57888 -5.51163
H -0.23304 0.42970 -4.40006
```

Kohn-Sham gap = 6.6 eV



No. 4
A 3-piece molecular cluster, C28H54N6O3PS2 overall in a non-equilibrium geometry, computed with ωB97M-V/def2-TZVPD.

The geometry in XYZ format:
```
94
Properties=species:S:1:pos:R:3
C 3.39992 -1.55926 -1.61349
C 2.39286 -1.08712 -1.09373
N 1.18861 -0.63258 -0.45563
C 0.26981 -0.01139 -1.36032
N -0.45438 -0.64974 -2.27513
P -0.33890 -2.40885 -2.48144
S -0.84155 -3.36315 -0.85452
N 0.04941 1.43656 -1.25533
C -0.69890 1.58842 0.06614
C -1.01837 3.08342 0.43030
C -2.26551 3.32944 1.01768
C -0.00930 0.73991 1.23952
N -0.85614 -0.43558 1.60633
S 0.12076 1.72018 2.84086
C 1.43793 0.17228 0.77773
C 2.55495 1.29560 0.62815
C 3.86130 0.99205 1.53688
O 5.08496 0.98111 0.75044
H 4.13282 -2.28230 -2.07572
H -1.11045 -0.10777 -2.85935
H -1.21643 -2.73118 -3.57090
H 0.98313 -2.74020 -2.89847
H -0.56510 1.74282 -2.02990
H -1.71340 1.08294 -0.11716
H -0.34508 3.96958 0.21750
H -3.17724 2.71743 0.71784
H -2.41394 4.08595 1.83872
H -0.30345 -1.02450 2.23737
H -1.16959 -0.93913 0.77006
H 0.86558 2.84987 2.57009
H 1.78442 -0.55251 1.58890
H 2.87927 1.48948 -0.44965
H 2.18151 2.30907 1.00150
H 3.99317 1.85989 2.27423
H 3.74498 0.06594 2.17461
H 5.03584 1.80612 0.21884
C -4.93058 -1.26321 4.25321
C -3.51877 -1.22890 4.89455
C -2.79641 -2.56854 4.64450
C -3.31677 -3.71458 5.50760
C -3.32937 -3.32377 6.98264
C -4.07825 -2.00588 7.25360
N -3.63872 -0.90159 6.34749
O -2.43649 -0.47913 6.77317
C -5.59949 -2.24194 7.10715
C -3.91200 -1.64147 8.74566
C -2.77521 -0.13060 4.10006
H -5.61681 -0.58212 4.76266
H -4.90676 -0.94683 3.20678
H -5.37184 -2.26056 4.24649
H -1.72350 -2.45199 4.84077
H -2.88297 -2.84764 3.58867
H -4.31719 -4.01596 5.18428
H -2.67741 -4.59205 5.36882
H -3.77562 -4.13816 7.56231
H -2.29032 -3.24057 7.32573
H -6.15274 -1.30364 7.20124
H -5.96380 -2.91292 7.88936
H -5.88393 -2.71224 6.16810
H -2.86409 -1.55622 9.04292
H -4.34993 -2.41321 9.38311
H -4.41208 -0.69728 8.97972
H -3.24897 0.84625 4.23914
H -2.78520 -0.35359 3.03353
H -1.72337 -0.04635 4.38170
C 1.86371 1.96844 -7.74479
C 3.24645 1.99786 -7.04195
C 3.99339 0.67243 -7.29681
C 3.44813 -0.50174 -6.48880
C 3.36792 -0.15174 -5.00539
C 2.59502 1.15162 -4.73225
N 3.05999 2.28322 -5.58544
O 4.23660 2.70378 -5.09347
C 1.08585 0.90502 -4.95306
C 2.69428 1.47804 -3.22279
C 4.01233 3.12520 -7.77293
H 1.14873 2.62894 -7.24702
H 1.92906 2.31389 -8.77914
H 1.43339 0.96701 -7.79843
H 5.05472 0.79331 -7.05116
H 3.95572 0.42226 -8.36138
H 2.46543 -0.80333 -6.86370
H 4.10166 -1.36901 -6.62326
H 2.90470 -0.98691 -4.46703
H 4.38997 -0.06850 -4.61508
H 0.51779 1.83585 -4.85839
H 0.69658 0.20895 -4.20690
H 0.84866 0.45832 -5.91622
H 3.72827 1.56517 -2.87989
H 2.23890 0.68822 -2.61787
H 2.17529 2.41231 -2.98610
H 3.52313 4.09258 -7.62822
H 4.04959 2.92950 -8.84670
H 5.04986 3.21122 -7.44377
```

<S²> = 2.009
Multiplicity = 3
Net charge = +1
Kohn-Sham gap (spin up / spin down) = 5.9 / 6.5 eV